No. 1
Computed, not measured: the ion C4H9S with charge +1, with ωB97M-V/def2-TZVPD.

LUMO energy (eV): -6.683
HOMO level (eV): -12.8
Frontier orbital gap (eV): 6.14
Total charge: +1
Energy (a.u.): -555.46807

Each line ends with the Löwdin charge.
Element x y z (Å)
C -1.149182 -2.224773 -0.281997  0.049
C -1.236488 -0.948818 0.516994  -0.397
S 0.314516 -0.290090 1.334442  1.010
C 1.206501 0.664591 -0.033495  -0.427
C 0.295904 2.000532 -0.451613  -0.138
H -0.936945 -2.230637 -1.443879  0.118
H -1.363203 -3.241075 0.264609  0.111
H -2.234053 -0.321861 0.617768  0.121
H 1.195850 -1.303293 1.742507  0.035
H 2.245134 1.087966 0.309265  0.112
H 1.306482 -0.097243 -0.941145  0.111
H 0.656198 2.870754 0.276718  0.107
H -0.864108 1.810392 -0.332591  0.082
H 0.563392 2.223557 -1.577581  0.106

Forces on atoms 1 to 6 (eV/Å):
-0.276 0.889 0.716
0.089 -1.562 -0.685
-0.926 1.289 -2.243
0.629 0.873 -1.586
0.511 -0.459 0.588
1.411 -0.206 2.722

No. 2
Computed, not measured: the molecule C4HCl2N, with ωB97M-V/def2-TZVPD.

LUMO energy (eV): -0.270
SMILES: N#CC#CC(Cl)Cl
HOMO level (eV): -11.0
Frontier orbital gap (eV): 10.72
Total charge: 0
Energy (a.u.): -1128.03526

Each line ends with the Löwdin charge.
Element x y z (Å)
C -1.042514 0.568404 -0.827312  -1.030
C 0.075211 -0.001981 -0.224002  -0.264
C 1.042431 -0.393924 0.286632  0.000
C 1.864075 -0.771974 1.371769  -0.189
H -1.109007 1.602473 -0.102902  0.180
N 2.500110 -1.175257 2.287345  0.150
Cl -2.376791 -0.525638 -0.164597  0.559
Cl -0.953515 0.697897 -2.626934  0.595

Forces on atoms 1 to 6 (eV/Å):
-1.832 2.252 2.004
-1.336 0.789 -2.463
4.156 -1.738 4.007
1.788 -1.490 1.804
-0.463 -2.250 -2.952
-2.092 1.518 -3.079

No. 3
Computed, not measured: the molecule C4HCl3OS, with ωB97M-V/def2-TZVPD.

LUMO energy (eV): -0.558
HOMO level (eV): -9.9
Frontier orbital gap (eV): 9.30
Total charge: 0
Energy (a.u.): -2006.92395

Each line ends with the Löwdin charge.
Element x y z (Å)
C 2.471055 0.092697 0.130645  -0.768
C 1.557526 0.867592 0.567564  -0.637
C 2.131340 -1.193531 -0.671555  -0.710
C -0.223300 0.312842 -0.547116  -0.889
O 2.859060 -2.088082 -0.979593  0.030
S 0.357337 -1.364513 -0.966074  0.890
Cl 4.140567 0.116858 0.462366  0.755
Cl 1.447289 2.400088 1.296886  0.692
Cl -0.122204 1.281120 -1.940873  0.589
H -1.246446 0.370506 -0.127321  0.047

Forces on atoms 1 to 6 (eV/Å):
1.870 -2.804 -1.046
-5.204 1.638 -1.148
-1.206 0.053 0.525
3.065 -1.158 1.273
0.038 0.948 0.209
-0.381 0.469 0.457

No. 4
Computed, not measured: the molecule C4HF5, with ωB97M-V/def2-TZVPD.

LUMO energy (eV): -0.291
SMILES: FC(F)=C=CC(F)(F)F
HOMO level (eV): -10.7
Frontier orbital gap (eV): 10.37
Total charge: 0
Energy (a.u.): -652.21695

Each line ends with the Löwdin charge.
Element x y z (Å)
C -0.666188 -0.465676 0.381682  0.117
C 0.610999 -0.613068 0.248529  0.045
C 1.674566 -0.970932 -0.312742  -0.312
C -1.113559 1.100747 0.033198  -0.373
F 1.816960 -1.311284 -1.607578  0.131
F 2.779188 -1.249089 0.453790  0.087
F -1.963828 0.930035 -1.064623  0.074
F -0.260858 2.039706 -0.309341  0.171
F -1.847415 1.747417 1.212904  -0.031
H -1.029865 -1.207856 0.964182  0.091

Forces on atoms 1 to 6 (eV/Å):
2.311 6.211 -0.865
-1.941 0.329 -0.723
4.016 -2.039 -0.298
-3.540 -0.800 1.572
0.134 0.255 1.481
-0.684 0.684 -1.655

No. 5
Computed, not measured: the molecule C4HF7N2, with ωB97M-V/def2-TZVPD.

LUMO energy (eV): 0.124
SMILES: N#CC(NF)(C(F)(F)F)C(F)(F)F
HOMO level (eV): -11.3
Frontier orbital gap (eV): 11.41
Total charge: 0
Energy (a.u.): -961.49968

Each line ends with the Löwdin charge.
Element x y z (Å)
C -0.420806 -0.280315 1.657087  -0.140
C -0.077583 -0.072458 0.270724  -0.119
C 0.145845 1.461868 -0.077879  -0.534
C 1.095728 -1.065749 -0.226871  -0.579
N -0.646538 -0.547185 2.761676  0.235
N -1.412275 -0.623254 -0.532116  0.078
F 0.538698 1.759280 -1.332582  0.160
F -0.995823 2.201957 0.085491  0.128
F 1.054885 1.969205 0.751481  0.170
F 0.618928 -2.293322 -0.028485  0.169
F 2.283835 -1.027436 0.358385  0.180
F 1.426036 -0.870780 -1.499277  0.173
F -1.341142 -0.485429 -1.913818  -0.052
H -2.269788 -0.126384 -0.273815  0.131

Forces on atoms 1 to 6 (eV/Å):
-0.015 -0.519 1.709
-1.744 0.242 -3.624
-0.336 1.193 -0.265
0.012 -0.304 -0.217
0.196 0.499 -1.495
1.615 -0.457 1.616

No. 6
Computed, not measured: a structure of composition C4HF9NO7S3Zr, with ωB97M-V/def2-TZVPD.

LUMO energy (eV): -18.171
HOMO level (eV): -22.0
Frontier orbital gap (eV): 3.84
Total charge: +3
Energy (a.u.): -2872.85215

Each line ends with the Löwdin charge.
Element x y z (Å)
O -0.325093 -2.869359 2.511109  -0.243
S -1.445858 -1.806327 2.589366  0.778
O -2.676575 -2.330748 3.419784  -0.192
O -0.795315 -0.510845 3.549992  -0.060
N -2.085581 -1.280620 1.053837  -0.205
S -1.260230 -2.005244 -0.302549  0.675
O -1.276759 -3.583697 -0.282587  -0.450
O -2.106015 -1.630057 -1.581883  -0.331
S 0.735048 -1.253556 -0.577500  0.859
O 1.518485 -2.477078 -1.197156  -0.209
O 1.453158 -0.951251 0.768035  -0.190
C 0.840321 0.113701 -1.852023  -0.221
F 0.194828 -0.443818 -3.100886  0.046
F 2.269461 0.293259 -2.194545  0.135
C 0.019191 1.479387 -1.499560  -0.105
F -1.466174 1.277094 -1.330477  0.036
F 0.138324 2.365825 -2.717576  0.100
C 0.518913 2.306592 -0.183232  -0.074
F -0.223976 3.623089 -0.216377  0.077
F 0.098385 1.684254 1.127057  0.011
C 2.109171 2.698851 -0.150639  -0.131
F 2.971849 1.612037 0.416171  0.049
F 2.673235 3.144594 -1.450438  0.087
F 2.250253 3.882051 0.778438  0.073
H -0.954699 0.328049 3.026112  0.117
Zr -3.174346 -3.666186 -0.602471  2.368

Forces on atoms 1 to 6 (eV/Å):
-4.023 4.160 -1.232
1.545 -4.130 7.681
3.719 2.070 -4.308
-2.005 -1.857 -4.111
1.081 -2.298 -2.597
-3.517 4.494 0.261

No. 7
Computed, not measured: the molecule C4HI, with ωB97M-V/def2-TZVPD.

<S²>: 2.04
LUMO energy (alpha / beta) (eV): -0.818 / -2.697
HOMO level (alpha / beta) (eV): -6.6 / -9.4
2S+1: 3
Frontier orbital gap (alpha / beta) (eV): 5.81 / 6.73
Total charge: 0
Energy (a.u.): -450.38904

Each line ends with the Löwdin spin population.
Element x y z (Å)
C -0.760338 1.614801 0.156640  0.476
C -0.332158 0.487954 -0.148810  0.127
C 0.030559 -0.777827 -0.204232  0.544
C 0.080101 -2.258102 -0.473434  0.293
I 2.056674 -1.632331 0.160185  0.523
H -1.074837 2.565505 0.509651  0.036

Forces on the atoms, in the same order (eV/Å):
0.371 -0.627 -0.155
-1.056 0.123 0.464
-2.341 -2.507 -1.589
0.393 4.606 0.992
2.569 -1.741 0.404
0.065 0.146 -0.117

No. 8
Computed, not measured: a structure of composition C4HLiNiO2, with ωB97M-V/def2-TZVPD.

<S²>: 3.78
LUMO energy (alpha / beta) (eV): -4.626 / -5.932
HOMO level (alpha / beta) (eV): -12.3 / -12.6
2S+1: 4
Frontier orbital gap (alpha / beta) (eV): 7.71 / 6.67
Total charge: +1
Energy (a.u.): -1818.95481

Each line ends with the Löwdin spin population.
Element x y z (Å)
C -0.288991 1.264152 -0.071562  0.330
C -0.695287 2.487080 -0.117197  0.208
O -1.149525 3.578725 -0.110082  0.251
O -0.030336 -1.639736 0.385541  0.199
C 0.777028 -0.953475 -0.490488  0.334
C 0.650562 0.370312 -0.644967  0.672
H 1.680598 -1.472519 -0.837834  0.018
Ni -1.133357 -0.255030 1.080369  0.986
Li 0.189308 -3.379509 0.806220  0.003

Forces on atoms 1 to 6 (eV/Å):
1.857 -3.504 -0.732
-1.426 4.176 -0.274
1.198 -2.959 0.087
1.451 -0.115 -1.529
0.178 -1.797 1.867
-2.046 3.050 0.669

> energy of number 3 (C4HCl3OS)?

-2006.92395 a.u.